[1]
C40H32ClF41O8S | wB97M-V/def2-TZVPD

Each line ends with the Mulliken charge.
Cartesian coordinates (Å):
O: 2.633 -4.641 3.098  -0.462
C: 3.647 -4.081 2.887  0.743
F: 4.721 -4.744 2.425  -0.245
C: 3.960 -2.624 3.149  -1.255
C: 2.678 -1.844 3.307  0.802
C: 2.081 -1.763 4.566  -0.456
C: 0.859 -1.122 4.755  -0.239
S: 0.126 -1.189 6.373  -0.197
C: 0.223 -0.545 3.653  0.559
C: 0.820 -0.607 2.381  0.415
C: 2.050 -1.245 2.205  -0.888
C: 0.074 0.007 1.233  -0.046
O: 0.624 0.536 0.289  -0.670
C: -1.396 -0.040 1.354  -0.203
C: -1.981 0.020 2.555  0.890
C: -3.479 -0.016 2.722  -0.565
C: -3.999 -0.414 4.101  -1.124
C: -3.535 -1.774 4.584  -0.012
Cl: -3.956 -3.074 3.430  -0.221
C: -1.081 0.177 3.741  -0.355
O: -1.371 0.895 4.663  -0.512
H: 4.575 -2.249 2.334  0.259
H: 4.520 -2.613 4.086  0.443
H: 2.544 -2.228 5.427  0.502
H: 0.455 0.039 6.792  0.189
H: 2.495 -1.300 1.219  0.723
H: -1.989 -0.094 0.448  0.532
H: -3.910 0.934 2.408  -0.360
H: -3.837 -0.762 2.009  0.524
H: -3.747 0.343 4.844  0.390
H: -5.090 -0.435 4.042  0.428
H: -2.462 -1.832 4.762  -0.149
H: -4.026 -2.023 5.522  0.454
C: -1.780 -0.256 -3.366  -1.059
C: -0.877 -1.341 -2.766  1.126
C: 0.551 -0.942 -2.404  0.289
F: 1.255 -0.596 -3.506  -0.323
F: 1.188 -2.010 -1.851  -0.236
F: -0.872 -2.435 -3.554  -0.289
F: -1.456 -1.692 -1.575  -0.282
O: -1.944 -0.259 -4.768  -0.448
C: -1.107 0.428 -5.599  0.781
C: -0.396 -0.510 -6.582  0.186
F: 0.346 -1.412 -5.913  -0.197
F: 0.423 0.226 -7.365  -0.262
F: -0.229 1.194 -4.928  -0.283
F: -1.870 1.255 -6.351  -0.306
H: -2.773 -0.488 -2.984  0.542
H: -1.515 0.732 -2.987  0.428
H: 0.580 -0.127 -1.682  0.241
H: -1.130 -1.028 -7.201  0.236
C: -5.482 5.557 0.551  -0.738
C: -6.922 5.733 0.048  0.898
C: -8.054 5.210 0.935  0.065
F: -7.964 3.872 1.085  -0.185
F: -9.232 5.491 0.338  -0.273
F: -7.047 5.226 -1.197  -0.243
F: -7.128 7.080 -0.026  -0.335
O: -4.746 4.474 0.017  -0.385
C: -4.759 3.236 0.583  0.684
C: -5.305 2.183 -0.387  0.359
F: -6.567 2.497 -0.743  -0.195
F: -5.317 0.981 0.229  -0.244
F: -5.414 3.205 1.757  -0.316
F: -3.473 2.884 0.831  -0.281
H: -4.956 6.438 0.188  0.392
H: -5.433 5.586 1.639  0.326
H: -8.030 5.690 1.917  0.280
H: -4.684 2.136 -1.283  0.227
C: 7.202 -1.266 -2.837  -0.974
C: 7.721 -1.115 -1.402  1.112
C: 8.341 -2.342 -0.732  -0.007
F: 7.437 -3.325 -0.599  -0.221
F: 8.768 -1.978 0.502  -0.184
F: 6.764 -0.588 -0.610  -0.249
F: 8.748 -0.209 -1.458  -0.338
O: 5.810 -1.426 -3.000  -0.346
C: 5.190 -2.647 -2.980  0.650
C: 4.141 -2.713 -1.864  0.527
F: 4.729 -2.525 -0.656  -0.202
F: 3.564 -3.929 -1.867  -0.280
F: 6.064 -3.668 -2.908  -0.291
F: 4.514 -2.774 -4.139  -0.275
H: 7.413 -0.306 -3.306  0.435
H: 7.771 -2.017 -3.386  0.314
H: 9.196 -2.707 -1.308  0.262
H: 3.388 -1.945 -2.012  -0.042
C: -10.073 -1.407 -2.652  -0.769
C: -11.246 -0.953 -3.532  0.921
C: -11.081 -1.065 -5.050  0.072
F: -10.081 -0.274 -5.485  -0.212
F: -12.229 -0.662 -5.638  -0.267
F: -11.623 0.298 -3.201  -0.266
F: -12.280 -1.795 -3.232  -0.330
O: -9.224 -0.403 -2.137  -0.345
C: -8.125 0.042 -2.812  0.654
C: -8.221 1.541 -3.117  0.375
F: -9.295 1.776 -3.898  -0.239
F: -7.108 1.909 -3.798  -0.243
F: -7.887 -0.666 -3.933  -0.313
F: -7.052 -0.129 -2.003  -0.180
H: -10.545 -1.831 -1.767  0.391
H: -9.510 -2.212 -3.126  0.316
H: -10.880 -2.100 -5.339  0.293
H: -8.304 2.129 -2.207  0.158
C: 9.123 1.052 3.683  -0.781
C: 9.959 -0.009 4.412  0.931
C: 11.297 0.430 5.013  0.020
F: 12.142 0.843 4.048  -0.215
F: 11.853 -0.628 5.643  -0.266
F: 10.140 -1.085 3.623  -0.237
F: 9.206 -0.399 5.485  -0.344
O: 9.192 1.067 2.275  -0.262
C: 10.118 1.806 1.596  0.759
C: 11.024 0.917 0.738  0.668
F: 11.698 0.044 1.513  -0.229
F: 11.921 1.701 0.097  -0.279
F: 10.834 2.606 2.406  -0.300
F: 9.445 2.602 0.734  -0.292
H: 8.091 0.776 3.895  0.424
H: 9.278 2.043 4.110  0.311
H: 11.149 1.236 5.737  0.289
H: 10.425 0.371 0.011  -0.177

Frontier orbital gap   8.36 eV
2S+1   1
E_HOMO   -9.57 eV
DFT total energy   -193154.540 eV
SMILES   O=C(F)Cc1cc(S)c2c(c1)C(=O)C=C(CCCCl)C2=O.FC(F)C(F)(F)COC(F)(F)C(F)F.FC(F)C(F)(F)COC(F)(F)C(F)F.FC(F)C(F)(F)COC(F)(F)C(F)F.FC(F)C(F)(F)COC(F)(F)C(F)F.FC(F)C(F)(F)COC(F)(F)C(F)F

[2]
C40H32O2P2ReS2 | wB97M-V/def2-TZVPD

Each line ends with the Mulliken charge.
Cartesian coordinates (Å):
Re: 0.049 0.046 -0.359  0.081
S: 1.859 0.722 1.363  -0.514
P: 0.152 0.891 2.460  0.880
C: -0.875 1.082 1.052  -0.745
P: -1.119 2.672 0.303  1.728
S: -0.445 2.321 -1.550  -0.597
C: -2.870 3.067 0.380  0.176
C: -3.405 3.964 -0.540  -0.378
C: -4.744 4.309 -0.463  -0.764
C: -5.547 3.760 0.529  -0.487
C: -5.017 2.862 1.443  -0.814
C: -3.677 2.511 1.368  0.016
C: -0.253 4.080 1.027  0.550
C: 1.072 4.325 0.669  -0.512
C: 1.738 5.416 1.199  -0.781
C: 1.087 6.268 2.081  -0.570
C: -0.233 6.029 2.436  -0.761
C: -0.906 4.938 1.909  -0.404
C: -0.313 -0.558 3.413  0.700
C: -1.462 -1.276 3.109  -0.147
C: -1.803 -2.382 3.874  -0.621
C: -0.998 -2.766 4.935  -0.543
C: 0.148 -2.041 5.246  -0.743
C: 0.489 -0.934 4.490  -0.590
C: 0.205 2.216 3.668  1.046
C: -0.907 2.385 4.495  -0.578
C: -0.905 3.383 5.454  -0.714
C: 0.215 4.193 5.602  -0.577
C: 1.325 4.013 4.791  -0.647
C: 1.322 3.028 3.816  -0.468
H: -2.779 4.381 -1.319  0.417
H: -5.163 5.002 -1.179  0.423
H: -6.594 4.028 0.583  0.400
H: -5.646 2.430 2.209  0.444
H: -3.265 1.793 2.068  0.318
H: 1.567 3.671 -0.037  0.337
H: 2.764 5.610 0.914  0.441
H: 1.607 7.126 2.486  0.435
H: -0.743 6.696 3.118  0.461
H: -1.940 4.763 2.179  0.429
H: -2.078 -0.976 2.270  0.423
H: -2.695 -2.946 3.637  0.462
H: -1.264 -3.631 5.527  0.436
H: 0.769 -2.336 6.081  0.438
H: 1.375 -0.360 4.737  0.444
H: -1.766 1.730 4.400  0.317
H: -1.765 3.520 6.094  0.466
H: 0.221 4.968 6.357  0.432
H: 2.192 4.648 4.909  0.471
H: 2.175 2.898 3.163  0.397
C: 3.249 -0.454 -3.302  -1.884
C: 1.900 -0.636 -2.680  1.327
O: 1.728 -0.045 -1.586  -0.594
C: 0.891 -1.449 -3.309  0.477
C: 1.248 -2.291 -4.389  -0.842
C: 0.317 -3.052 -5.040  -0.877
C: -1.028 -2.966 -4.651  -0.391
C: -1.421 -2.143 -3.627  -0.627
C: -0.473 -1.375 -2.924  0.688
O: -0.915 -0.578 -1.982  -0.794
H: 3.814 0.269 -2.721  0.320
H: 3.151 -0.116 -4.333  0.456
H: 3.789 -1.401 -3.314  0.451
H: 2.283 -2.343 -4.694  0.397
H: 0.610 -3.702 -5.851  0.417
H: -1.773 -3.553 -5.173  0.427
H: -2.458 -2.052 -3.336  0.491
C: 0.142 -1.520 0.385  0.407
C: 0.238 -2.844 0.919  0.664
C: -0.637 -3.829 0.445  -0.416
C: -0.559 -5.112 0.957  -0.764
C: 0.393 -5.417 1.923  -0.446
C: 1.275 -4.445 2.378  -0.741
C: 1.204 -3.156 1.881  -0.174
H: -1.371 -3.576 -0.308  0.549
H: -1.237 -5.876 0.603  0.441
H: 0.451 -6.422 2.318  0.442
H: 2.017 -4.693 3.125  0.443
H: 1.885 -2.388 2.224  0.540

Frontier orbital gap   7.10 eV
2S+1   1
E_HOMO   -10.60 eV
Charge   +1
Energy relative to the best compared isomer or geometry (same formula, charge and spin)   0.0 kcal per mole
DFT total energy   -88468.724 eV

[3]
C40H33BrN2P2PtS | wB97M-V/def2-TZVPD

Each line ends with the Mulliken charge.
Cartesian coordinates (Å):
Pt: 0.969 -1.578 -1.733  0.997
Br: -1.458 -3.414 -1.789  -0.159
C: -2.289 -2.018 -2.773  0.089
C: -3.579 -2.259 -3.147  -0.686
C: -4.315 -1.279 -3.840  -0.651
C: -3.738 -0.080 -4.123  -0.930
C: -2.398 0.192 -3.751  1.456
C: -1.841 1.458 -4.056  -1.021
C: -0.550 1.740 -3.733  -0.971
C: 0.245 0.764 -3.102  0.233
C: -0.262 -0.463 -2.747  -0.468
C: -1.617 -0.795 -3.081  0.646
H: -4.040 -3.204 -2.896  0.427
H: -5.336 -1.487 -4.134  0.406
H: -4.294 0.693 -4.640  0.365
H: -2.463 2.186 -4.562  0.373
H: -0.118 2.703 -3.979  0.461
H: 1.284 0.984 -2.888  0.239
C: 4.878 1.549 -2.273  -1.150
C: 4.555 0.504 -3.300  0.770
C: 5.323 0.320 -4.440  -0.777
C: 4.920 -0.688 -5.300  -0.264
N: 3.863 -1.454 -5.071  -0.626
C: 3.190 -1.211 -3.939  0.453
S: 1.814 -2.279 -3.680  -0.553
N: 3.493 -0.262 -3.047  -0.060
H: 5.478 2.356 -2.692  0.432
H: 5.443 1.100 -1.452  0.217
H: 3.957 1.957 -1.857  0.166
H: 6.186 0.936 -4.651  0.435
H: 5.464 -0.885 -6.218  0.392
C: -0.175 -0.851 2.730  -1.447
P: -0.060 -0.810 0.865  0.446
C: 0.519 0.908 0.637  0.865
C: 1.656 1.446 1.246  -0.179
C: 1.984 2.779 1.069  -0.827
C: 1.168 3.599 0.295  -0.671
C: 0.028 3.081 -0.296  -1.105
C: -0.292 1.740 -0.128  -0.297
C: 1.458 -1.845 0.608  -0.288
C: 2.672 -1.403 0.052  -0.137
C: 3.726 -2.312 -0.132  -0.386
C: 3.590 -3.631 0.240  -0.642
C: 2.389 -4.077 0.803  -0.735
C: 1.337 -3.207 0.966  -0.509
P: -1.941 -1.222 3.155  -0.100
C: -2.020 -0.656 4.895  0.574
C: -0.922 -0.750 5.746  -0.284
C: -1.022 -0.377 7.081  -0.613
C: -2.224 0.091 7.585  -0.441
C: -3.331 0.177 6.749  -0.610
C: -3.230 -0.198 5.419  -0.469
C: -2.728 0.190 2.282  0.131
C: -2.573 1.519 2.679  -0.017
C: -3.141 2.544 1.942  -0.797
C: -3.864 2.256 0.789  -0.488
C: -4.017 0.941 0.378  -0.541
C: -3.456 -0.087 1.127  -0.157
H: 0.147 0.114 3.123  0.678
H: 0.478 -1.635 3.115  0.846
H: 2.283 0.821 1.873  0.477
H: 2.870 3.185 1.541  0.437
H: 1.421 4.643 0.163  0.426
H: -0.615 3.714 -0.894  0.538
H: -1.180 1.332 -0.599  0.401
H: 2.846 -0.355 -0.148  0.060
H: 4.647 -1.956 -0.575  0.425
H: 4.408 -4.323 0.093  0.393
H: 2.277 -5.115 1.086  0.415
H: 0.395 -3.564 1.371  0.512
H: 0.027 -1.116 5.374  0.312
H: -0.155 -0.452 7.725  0.383
H: -2.302 0.389 8.622  0.369
H: -4.276 0.537 7.135  0.382
H: -4.101 -0.125 4.778  0.381
H: -2.006 1.751 3.574  0.419
H: -3.012 3.572 2.259  0.409
H: -4.306 3.058 0.213  0.414
H: -4.569 0.710 -0.524  0.441
H: -3.569 -1.115 0.803  0.361

Frontier orbital gap   6.86 eV
2S+1   1
E_HOMO   -7.35 eV
DFT total energy   -147698.113 eV

Q: DFT total energy of number 1 (C40H32ClF41O8S)?
A: -193154.540 eV